DFT (ωB97M-V/def2-TZVPD) results for a molecular structure, C21H24F6InN3O10S3Si.

```
! RIJCOSX wB97M-V def2-TZVPD def2/J DEFGRID3
* xyz -2 1
In 0.17236 0.85948 -0.37897
N -2.53867 0.94965 -0.17636
C -3.00743 2.23809 0.30618
C -2.07589 3.40848 -0.17246
O -2.60740 4.51165 -0.29102
O -0.87731 3.11756 -0.39418
H -2.48929 0.95924 -1.19283
H -3.16401 0.19535 0.09815
H -2.96734 2.24111 1.40111
H -4.03347 2.48269 -0.01647
C 5.26327 0.65327 -4.02395
C 4.18688 -0.09134 -3.28808
C 4.46201 -0.72157 -2.08205
C 3.47589 -1.42703 -1.40913
C 2.20087 -1.48677 -1.93898
C 1.91091 -0.86900 -3.14139
C 2.89808 -0.16692 -3.80946
S 0.91407 -2.52054 -1.21921
O 1.58746 -2.80644 0.18417
O 0.97769 -3.74292 -1.98864
N -0.46128 -1.94751 -0.91265
C -1.48174 -2.17597 -1.90818
C -1.56331 -1.02307 -2.96802
O -2.23587 -1.25043 -3.97495
O -0.91291 0.01273 -2.70343
H 6.24244 0.42520 -3.60779
H 5.09693 1.72808 -3.95313
H 5.25969 0.37952 -5.07762
H 5.46150 -0.66653 -1.66726
H 3.69547 -1.93661 -0.48514
H 0.90825 -0.91774 -3.53078
H 2.66718 0.32423 -4.74517
H -2.44185 -2.24717 -1.38860
H -1.29853 -3.11444 -2.44633
F 1.51922 2.90993 5.36555
C 1.56980 2.56686 4.06813
F 1.69279 3.71155 3.38208
F 2.70862 1.88991 3.88115
S 0.01992 1.58459 3.53043
O 0.50794 0.81851 2.40316
O -0.95495 2.60254 3.33057
N -0.29833 0.66311 4.75392
S 0.56455 -0.71862 4.58141
O 1.89138 -0.54521 5.16841
O 0.00578 -2.47508 2.40283
C -0.39989 -1.43032 6.08384
F 0.06820 -2.65433 6.42265
F -1.70472 -1.60410 5.81419
F -0.32457 -0.68678 7.18634
C -1.20157 -1.80269 2.15528
Si 1.50443 -2.47277 1.80940
C 2.78188 -1.11135 2.13464
C 2.08841 -4.11041 2.60108
C 3.21622 -4.16582 3.41264
C 3.65794 -5.36111 3.95355
C 2.97006 -6.53503 3.70097
C 1.83247 -6.49910 2.91230
C 1.40495 -5.30174 2.36615
H -1.40228 -1.10016 2.96944
H -1.98578 -2.56275 2.11806
H -1.17105 -1.26758 1.20529
H 2.80130 -0.86869 3.19249
H 2.54268 -0.19558 1.60075
H 3.78649 -1.41484 1.84735
H 3.74832 -3.25347 3.63108
H 4.54381 -5.37948 4.57455
H 3.31392 -7.47099 4.12226
H 1.28107 -7.41120 2.72515
H 0.52358 -5.27403 1.74320
*
```

Values from the calculation:
Largest force on an atom (hartree/bohr): 0.047
Kohn-Sham gap (eV): 6.63

Here are the natural (NBO) charges for atoms 1 to 4, given in e: number 1, In, carries 0.80; number 2, N, carries -0.90; number 3, C, carries -0.34; number 4, C, carries 0.78



DFT (ωB97M-V/def2-TZVPD) results for C5H7N in the gas phase.

```
! RIJCOSX wB97M-V def2-TZVPD def2/J DEFGRID3
* xyz 0 1
C -1.09726 -0.61507 -0.56491
C 0.35244 -0.43708 -0.86250
C -0.19216 -0.91657 0.55930
C 0.44600 0.36944 1.13049
N 0.13139 1.77596 0.32260
C 1.00206 0.75579 -0.15014
H -1.46684 -1.51629 -1.04754
H -1.83094 0.17740 -0.48021
H 0.81080 -0.85155 -1.75921
H -0.31961 -1.83515 1.15379
H 0.91264 0.35982 2.12046
H -0.79049 1.74189 -0.12163
H 2.04197 0.99141 -0.30050
*
```

Values from the calculation:
Largest force on an atom (hartree/bohr): 0.045
Kohn-Sham gap (eV): 9.73
SMILES string: C1[C@@H]2[C@H]1[C@@H]1N[C@H]21

Here are the natural (NBO) charges for atoms 1 to 4, given in e: number 1, C, carries -0.42; number 2, C, carries -0.23; number 3, C, carries -0.23; number 4, C, carries -0.10



DFT (ωB97M-V/def2-TZVPD) results for a molecular structure, C4H4CsO.

```
! RIJCOSX wB97M-V def2-TZVPD def2/J DEFGRID3
* xyz 1 1
H 1.73222 0.71477 0.62340
C -2.50019 0.45476 0.10611
C -1.44494 -0.36735 0.16133
C -0.09979 0.04650 -0.14331
C 0.96540 -0.09489 -0.76870
O 2.13742 0.27010 -0.34487
Cs 6.69124 -1.17838 -0.16588
H -2.40118 1.49168 -0.22091
H -3.49351 0.09161 0.36955
H -1.58666 -1.42881 0.38328
*
```

Values from the calculation:
Largest force on an atom (hartree/bohr): 0.110
Kohn-Sham gap (spin up / spin down) (eV): 7.05 / 7.06

Here are the natural (NBO) charges for atoms 1 to 4, given in e: number 1, H, carries 0.51; number 2, C, carries -0.26; number 3, C, carries -0.30; number 4, C, carries -0.12



DFT (ωB97M-V/def2-TZVPD) results for a molecular structure, C35H28AuN4Si.

```
! RIJCOSX wB97M-V def2-TZVPD def2/J DEFGRID3
* xyz 1 1
Au -1.71718 0.15614 0.49129
C -3.39584 -2.50354 -4.08829
C -3.01876 -2.81981 -2.79119
C -2.45446 -1.85722 -1.97137
C -2.22241 -0.56298 -2.42494
C -2.68281 -0.23050 -3.70111
C -3.24612 -1.19576 -4.52328
N -1.66200 0.39054 -1.53536
C -1.03914 1.55709 -1.93144
C -0.51210 1.74613 -3.23426
C 0.05518 2.93698 -3.61067
C 0.16663 4.03955 -2.73933
C -0.24876 3.88302 -1.45054
C -0.82099 2.66749 -1.02933
N -1.14570 2.38267 0.26314
N -0.85953 3.02637 1.28714
C -1.20725 2.25882 2.46705
C -0.95558 2.89141 3.66360
C -1.27360 2.26594 4.85829
C -1.86429 1.01887 4.82977
C -2.07177 0.42275 3.59904
N -1.72602 1.00168 2.44485
H -3.83040 -3.25327 -4.73483
H -3.16977 -3.82148 -2.40906
H -2.20652 -2.09740 -0.94277
H -2.64339 0.79200 -4.04621
H -3.58367 -0.91096 -5.51161
H -0.52102 0.92325 -3.93214
H 0.44264 3.02516 -4.61854
H 0.60361 4.96708 -3.08032
H -0.14233 4.66919 -0.71330
H -0.51640 3.87841 3.62450
H -1.07477 2.75748 5.80171
H -2.16244 0.50982 5.73461
H -2.53672 -0.54877 3.52231
C 0.74777 -3.90630 3.85603
C -0.47223 -3.35245 3.49593
C -0.53009 -2.39836 2.48849
C 0.62845 -1.98899 1.82948
C 1.85053 -2.57271 2.18817
C 1.90859 -3.52004 3.19988
Si 0.75294 -0.73114 0.48950
C 1.30643 -1.41609 -1.10970
C 0.61564 -2.45393 -1.74246
C 1.08508 -3.00292 -2.92303
C 2.26686 -2.53445 -3.48213
C 2.98672 -1.52938 -2.85205
C 2.51105 -0.96803 -1.67529
C 1.56689 0.81859 0.98471
C 2.01176 1.76881 0.05472
C 2.69970 2.89301 0.48031
C 2.94969 3.08341 1.83398
C 2.51729 2.15098 2.76820
C 1.82715 1.02549 2.34720
H 0.79421 -4.64957 4.64113
H -1.37972 -3.67126 3.99306
H -1.48797 -1.98939 2.19312
H 2.76598 -2.28962 1.67728
H 2.85905 -3.96039 3.47070
H -0.29021 -2.84467 -1.30865
H 0.52853 -3.79625 -3.40489
H 2.63493 -2.96338 -4.40532
H 3.91808 -1.17809 -3.27667
H 3.09142 -0.19397 -1.19205
H 1.82394 1.63087 -1.00282
H 3.04184 3.62063 -0.24408
H 3.49323 3.96037 2.16170
H 2.72313 2.29896 3.82058
H 1.49703 0.29406 3.07753
*
```

Values from the calculation:
Largest force on an atom (hartree/bohr): 0.016
Kohn-Sham gap (eV): 5.45

Here are the natural (NBO) charges for atoms 1 to 4, given in e: number 1, Au, carries 0.86; number 2, C, carries -0.23; number 3, C, carries -0.19; number 4, C, carries -0.25



DFT (ωB97M-V/def2-TZVPD) results for C8H16N2 in the gas phase.

```
! RIJCOSX wB97M-V def2-TZVPD def2/J DEFGRID3
* xyz 0 3
C -1.31196 -0.22760 1.66291
C 0.19843 -0.94390 -0.28194
C -1.34774 -0.35748 0.37045
C -0.28947 -2.20828 -0.89183
C -2.97118 1.42144 -0.52194
C 3.64681 0.02077 -0.11132
C 1.79031 1.33001 0.79754
C -2.27231 0.06802 -0.65123
N 1.50522 -0.76769 -0.45191
N 2.24361 0.20909 -0.03842
H -0.51205 -0.51947 2.36043
H -2.10393 0.20416 2.27526
H -0.53839 -2.96872 -0.10463
H 0.33600 -2.62478 -1.57388
H -1.28705 -2.02083 -1.44393
H -3.47297 1.71939 -1.45705
H -2.11493 2.03008 -0.44569
H -3.69646 1.42774 0.39098
H 3.80092 -0.93260 -0.67304
H 4.13483 0.84391 -0.61603
H 4.15155 -0.11191 0.83534
H 2.59756 1.45668 1.54558
H 1.58467 2.31207 0.28607
H 0.80245 1.09240 1.22949
H -1.68607 0.21605 -1.63068
H -3.18784 -0.66854 -0.86053
*
```

Values from the calculation:
Largest force on an atom (hartree/bohr): 0.174
Kohn-Sham gap (spin up / spin down) (eV): 5.11 / 7.89
⟨S²⟩: 2.01

Here are the natural (NBO) charges for atoms 1 to 4, given in e: number 1, C, carries -0.46; number 2, C, carries 0.19; number 3, C, carries 0.00; number 4, C, carries -0.66



DFT (ωB97M-V/def2-TZVPD) results for C19H18N2O7 in the gas phase.

```
! RIJCOSX wB97M-V def2-TZVPD def2/J DEFGRID3
* xyz 0 1
O 2.27970 2.30552 1.71837
C 1.17093 1.99080 1.39266
C 0.10400 1.49741 2.35473
N -0.93407 0.74927 1.69635
C -0.72305 -0.50714 1.16695
O 0.32685 -1.09331 1.22367
C -2.01479 -0.95696 0.52387
C -1.88846 -1.05057 -1.00796
C -3.21411 -1.59899 -1.54939
C -4.19075 -0.42061 -1.34901
C -3.30824 0.65992 -0.71326
C -1.97141 0.42054 -1.41648
C -2.99021 0.21056 0.72591
C -2.20438 1.25714 1.48015
O -2.56228 2.34394 1.84461
O 0.72350 2.05244 0.13107
C 1.65743 2.58422 -0.80357
C 2.99255 1.83253 -0.79049
O 4.03579 2.39383 -0.98122
C 2.87251 0.36363 -0.56793
C 2.02353 -0.41356 -1.35307
C 1.95831 -1.78396 -1.16743
C 2.70058 -2.38727 -0.17057
C 3.52716 -1.60306 0.62245
N 4.28763 -2.22956 1.68078
O 4.90636 -1.51018 2.43131
O 4.25797 -3.43917 1.74856
C 3.64023 -0.23609 0.42126
H 0.59246 0.88545 3.11828
H -0.36516 2.36844 2.82666
H -2.32853 -1.90554 0.96125
H -1.00669 -1.60178 -1.32581
H -3.52994 -2.49562 -1.01854
H -3.11494 -1.85258 -2.60446
H -5.03425 -0.68315 -0.71274
H -4.58682 -0.07121 -2.30191
H -3.71764 1.66632 -0.76406
H -2.03818 0.55364 -2.49456
H -1.15930 1.02871 -1.02293
H -3.89761 -0.03241 1.28013
H 1.18402 2.49515 -1.78390
H 1.85233 3.63886 -0.58331
H 1.43013 0.05015 -2.12722
H 1.31864 -2.38385 -1.79632
H 2.64494 -3.44893 0.01310
H 4.29326 0.35701 1.04399
*
```

Values from the calculation:
Largest force on an atom (hartree/bohr): 0.024
Kohn-Sham gap (eV): 9.53
SMILES string: O=C(CN1C(=O)[C@@H]2[C@H]3CC[C@H](C3)[C@@H]2C1=O)OCC(=O)c1cccc([N+](=O)[O-])c1

Here are the natural (NBO) charges for atoms 1 to 4, given in e: number 1, O, carries -0.57; number 2, C, carries 0.80; number 3, C, carries -0.33; number 4, N, carries -0.47



In order of appearance, DFT total energy = -108978.085, -6784.328, -6797.470, -54272.812, -11527.630, -37306.738 eV.